Record 1
2 unconnected molecules or ions with the total composition C4H13NO2 in a non-equilibrium geometry. Source: the OMol25 dataset; level of theory: wB97M-V/def2-TZVPD.

Element x y z (Å)
O: -0.0081 -2.6442 0.1799
O: 2.0329 0.0431 -4.2644
N: -1.3904 1.5361 1.4180
C: -0.8944 2.1797 0.2386
C: 0.2414 -0.6554 1.4583
C: -0.2752 -1.2272 0.0890
C: -0.2802 0.6574 2.0356
H: 0.6403 1.2918 2.4682
H: -0.3262 1.5042 -0.4570
H: 0.0376 -1.3977 2.1357
H: -1.5439 2.7470 -0.4860
H: -1.5323 -1.2733 0.3608
H: -2.3163 0.9530 1.1714
H: 2.2990 -0.0644 -5.2174
H: 1.2917 -0.5600 1.3956
H: 0.2398 -0.7635 -0.8786
H: 2.1701 0.9634 -4.0418
H: 0.9436 -2.6811 0.0103
H: -0.8099 0.5343 3.0259
H: -0.3090 3.0757 0.3333

Cartesian forces, eV/Å:
0.750 0.757 -0.929
0.302 -0.602 -1.395
-0.718 -1.755 -0.699
0.173 0.491 -3.297
-0.348 1.834 -2.660
-2.491 -0.313 1.999
-1.270 2.456 2.917
-2.066 -0.729 -1.717
-0.241 0.380 0.565
-0.541 -1.879 1.579
-0.993 -1.334 0.890
3.335 0.796 -2.076
3.084 1.439 0.842
-0.399 0.339 1.547
1.383 -0.034 -0.122
-1.880 -0.759 1.953
0.094 0.265 -0.129
-0.122 -0.580 0.087
0.722 -0.858 -0.810
1.227 0.085 1.454

Summary:
Multiplicity: 1
SMILES: CNCCCO.O
HOMO energy, eV: -8.92
LUMO energy, eV: 0.63
Net charge: 0

=====

Record 2
2 unconnected molecules or ions with the total composition C4H13NO2 in a non-equilibrium geometry. Source: the OMol25 dataset; level of theory: wB97M-V/def2-TZVPD.

Element x y z (Å)
O: 1.1336 -1.4950 -1.8819
O: -0.0910 -4.3198 1.7809
N: -0.5905 -0.1127 -0.5572
C: 0.7573 -0.3303 -0.9662
C: 0.0477 1.1637 1.3395
C: -0.8865 1.2116 0.1386
C: -0.4811 2.4104 -0.7898
H: -0.1298 0.1727 1.7965
H: -0.8758 3.4147 -0.3085
H: 1.5012 -0.2872 -0.1934
H: -2.0264 1.1589 0.3301
H: -1.0034 2.3302 -1.7356
H: 0.6343 2.5212 -1.0926
H: -0.0828 -4.9505 1.0197
H: 0.7133 -3.8225 1.6453
H: -0.8621 -0.8881 -0.0121
H: -0.2604 1.9262 2.0526
H: 0.2684 -1.9251 -2.1374
H: 1.1195 0.6385 -1.5632
H: 1.1145 1.1831 1.1346

Cartesian forces, eV/Å:
-2.778 0.979 1.614
-0.216 -0.977 -1.065
-0.270 0.388 -1.923
2.352 2.354 -3.285
-1.625 -0.410 1.382
1.414 -1.119 -1.582
-0.377 1.514 0.523
0.101 0.488 0.287
1.046 -1.955 -0.823
0.344 -1.081 0.761
2.036 0.460 0.038
-0.232 -0.064 -0.220
-1.874 -0.277 1.138
-0.129 0.718 0.985
0.357 0.291 0.051
-0.681 -0.704 1.069
0.457 0.125 0.259
1.310 0.795 0.318
-1.079 -2.049 0.808
-0.155 0.521 -0.334

Summary:
Multiplicity: 1
SMILES: CC(C)NCO.O
HOMO energy, eV: -8.95
LUMO energy, eV: 0.67
Net charge: 0

=====

Record 3
3 unconnected molecules or ions with the total composition C4H13NO2 in a non-equilibrium geometry. Source: the OMol25 dataset; level of theory: wB97M-V/def2-TZVPD.

Element x y z (Å)
O: 2.7167 -0.2760 1.0144
O: -3.0442 0.6735 0.5452
N: -0.2980 0.2663 0.9565
C: 1.2075 1.4221 -1.3554
C: 0.6328 0.0233 -1.2322
C: -0.9975 -1.7650 -0.1855
C: -0.1727 -0.4994 -0.2276
H: -0.7782 -0.1911 1.8336
H: -0.6715 -2.5097 0.6316
H: -1.9601 -1.4408 0.1552
H: -1.1236 -2.3956 -1.1067
H: 0.5420 0.8197 1.2809
H: 1.9732 -0.5238 0.4047
H: 0.4364 2.1982 -1.1125
H: 0.6990 -0.6041 -2.0959
H: 2.0655 1.5861 -0.7109
H: 1.4775 1.5993 -2.4470
H: -3.3550 1.5846 0.3863
H: -2.0505 0.7685 0.5654
H: 3.4306 -1.0217 1.0476

Cartesian forces, eV/Å:
1.415 -1.800 -0.001
0.728 0.891 -0.148
-0.337 -0.078 2.913
-0.835 0.249 -0.959
-1.901 -1.119 1.202
0.789 -1.648 0.409
2.021 1.133 -0.668
1.461 0.907 -2.576
-0.024 1.244 -1.076
-0.869 0.031 -0.075
0.356 1.116 0.620
-1.387 -0.993 -0.768
1.192 -0.300 0.396
0.544 -0.617 -0.020
0.087 -0.265 -0.451
0.236 0.095 -0.054
-0.082 -0.218 1.492
0.098 -0.684 0.107
-1.099 0.055 0.053
-2.392 2.001 -0.395

Summary:
Multiplicity: 1
SMILES: C/C=C(/C)N.O.O
HOMO energy, eV: -8.33
LUMO energy, eV: 0.74
Net charge: 0

=====

Record 4
2 unconnected molecules or ions with the total composition C4H13NO2 in a non-equilibrium geometry. Source: the OMol25 dataset; level of theory: wB97M-V/def2-TZVPD.

Element x y z (Å)
O: 1.4360 2.7719 -1.3531
O: -1.7094 0.9017 2.0527
N: 0.7024 0.6868 0.6992
C: -0.4711 -0.1844 0.4040
C: -1.4095 -0.4399 1.5495
C: -0.0100 -1.4530 -0.3131
C: 0.4771 -1.1418 -1.7471
H: -2.2847 -0.8549 0.9742
H: 1.6924 0.2931 0.9700
H: 2.2900 2.3253 -1.3262
H: -1.1210 0.4221 -0.3227
H: 0.8290 -1.9199 0.3488
H: 1.6390 -1.1037 -1.8317
H: -1.1745 -1.0710 2.3405
H: -0.6602 -2.2132 -0.0124
H: 1.0276 2.0944 -0.7545
H: 0.6081 1.3091 1.5312
H: 0.1166 -1.6777 -2.6648
H: 0.3098 -0.0546 -1.9476
H: -2.2878 1.3100 1.4030

Cartesian forces, eV/Å:
-0.025 -1.341 0.806
-0.266 -1.223 0.489
2.534 0.477 1.721
1.381 0.422 -0.690
-1.873 2.512 -2.511
2.809 0.480 1.412
1.875 0.999 -0.981
0.289 0.121 1.110
-2.826 -0.202 -1.191
0.533 0.561 -0.560
0.923 -0.725 0.752
-0.538 1.243 -1.200
-1.874 -0.673 0.346
0.880 -0.943 1.409
-2.008 -1.336 -1.107
-0.495 0.722 -0.168
-0.941 -0.503 -1.074
0.050 0.078 1.286
-0.407 -0.781 0.126
-0.021 0.113 0.025

Summary:
Multiplicity: 1
SMILES: CC[C@H](N)CO.O
HOMO energy, eV: -9.66
LUMO energy, eV: 0.79
Net charge: 0

=====

Record 5
3 unconnected molecules or ions with the total composition C4H13NO2 in a non-equilibrium geometry. Source: the OMol25 dataset; level of theory: wB97M-V/def2-TZVPD.

Element x y z (Å)
O: -1.6401 2.4032 -0.5507
O: -2.3075 -0.5149 0.7930
N: -0.0094 0.9674 1.8876
C: 1.2028 0.5197 1.0170
C: 1.2396 -1.1178 -0.8455
C: 0.7514 0.0110 -0.3445
C: 0.9451 -1.3439 -2.2608
H: -1.0652 2.3530 0.2709
H: -2.7610 -0.4024 1.5681
H: -0.7436 0.3416 1.7905
H: 0.2967 0.8744 2.8655
H: -1.9434 -1.5326 0.6857
H: 1.7236 -0.2918 1.5053
H: 0.2763 -0.5226 -2.5702
H: 0.0342 0.5503 -0.8115
H: 1.7312 -1.8536 -0.1442
H: -1.9795 1.5099 -0.7044
H: 0.4916 -2.2405 -2.5153
H: 1.9187 -1.1477 -2.5657
H: 1.8388 1.4373 0.9293

Cartesian forces, eV/Å:
0.847 -0.007 1.035
3.301 -4.056 -4.091
3.305 0.958 0.060
-1.958 0.941 0.381
-1.447 -0.217 2.317
2.698 -1.227 3.508
-0.889 1.573 0.789
-1.063 -0.246 -1.229
-1.874 -0.133 3.145
-1.478 -1.492 -0.560
-0.181 0.372 -0.532
-1.683 4.069 0.820
0.501 -0.045 0.209
0.443 -0.357 -0.218
-1.699 1.890 -1.810
0.023 0.904 -1.245
0.142 0.208 0.396
-0.257 -1.978 -0.667
1.597 -0.235 -2.307
-0.330 -0.922 -0.001

Summary:
Multiplicity: 1
SMILES: C/C=C/CN.O.O
HOMO energy, eV: -9.27
LUMO energy, eV: 0.40
Net charge: 0

=====

Record 6
3 unconnected molecules or ions with the total composition C4H13NO2 in a non-equilibrium geometry. Source: the OMol25 dataset; level of theory: wB97M-V/def2-TZVPD.

Element x y z (Å)
O: -2.7012 0.5640 1.0692
O: -2.0043 -0.6308 -1.6985
N: 0.0111 -0.4064 0.1627
C: 1.0507 -1.1096 -0.4477
C: 1.3174 1.6721 0.2135
C: -0.0353 1.0411 0.3601
C: 1.9207 -2.0182 0.1037
H: -0.7847 1.4352 -0.2979
H: -1.3132 -0.6650 -0.9917
H: -0.4932 -0.7670 1.0407
H: 2.1409 -1.7668 1.1345
H: 1.3537 2.7580 0.4802
H: 1.3946 -0.7536 -1.4390
H: -0.3761 1.3397 1.3419
H: 1.8428 1.5107 -0.8176
H: 2.0727 1.1848 0.8341
H: -2.7462 -0.1951 0.4399
H: -3.6898 0.5879 1.2145
H: -1.5670 -1.1210 -2.3302
H: 2.6063 -2.6603 -0.3724

Cartesian forces, eV/Å:
-2.455 -1.340 -0.480
-0.916 1.336 2.450
-1.546 -0.883 3.033
2.597 -0.725 -0.391
2.292 0.596 -1.775
0.923 0.931 -0.686
-1.833 2.701 1.127
-0.162 0.547 -0.611
-0.309 0.388 -0.058
1.808 -0.360 -1.903
-0.600 -1.135 0.638
-0.248 -0.867 -0.424
-1.388 -0.366 -0.027
-0.233 -0.664 0.379
-1.368 0.617 1.405
-0.305 -0.065 0.508
0.641 0.700 0.191
1.491 0.538 0.270
1.049 -1.745 -2.633
0.562 -0.204 -1.013

Summary:
Multiplicity: 1
SMILES: C=CNCC.O.O
HOMO energy, eV: -8.42
LUMO energy, eV: 0.80
Net charge: 0

=====

Record 7
3 unconnected molecules or ions with the total composition C4H13NO2 in a non-equilibrium geometry. Source: the OMol25 dataset; level of theory: wB97M-V/def2-TZVPD.

Element x y z (Å)
O: -5.0493 5.0078 0.9211
O: -3.7108 1.1591 0.6699
N: -0.2657 -0.9902 -0.1560
C: 2.3389 -1.1990 0.9325
C: 3.2011 -1.5923 -1.5448
C: 0.8519 -1.4958 -0.8939
C: 2.1081 -1.5180 -0.4872
H: 3.6899 -2.5740 -1.5383
H: 2.9973 -0.3563 1.0193
H: 4.0174 -0.8462 -1.3131
H: 0.7279 -1.8784 -2.0111
H: -0.2311 -1.3078 0.7627
H: 2.7878 -1.6070 -2.5648
H: -4.0593 1.7698 1.2767
H: -1.0554 -1.3985 -0.5025
H: -3.0863 0.7010 1.2481
H: -4.8001 5.1210 0.0133
H: 2.8920 -1.9298 1.3481
H: -4.7588 5.7680 1.3769
H: 1.4045 -0.8335 1.4432

Cartesian forces, eV/Å:
-0.728 -1.509 -0.054
1.005 -1.381 -0.544
2.296 0.356 -1.230
-1.350 3.217 -0.887
0.696 -1.004 0.924
-0.442 -0.613 -2.850
-0.496 0.689 -0.952
0.308 0.012 0.405
0.514 0.863 -0.090
-1.020 -0.524 -0.726
-0.520 1.324 2.375
0.243 -0.392 2.034
0.153 0.873 0.389
-1.124 1.644 0.976
-2.807 -0.947 -1.390
0.111 -0.208 -0.465
0.216 0.117 -0.646
1.244 -2.859 2.168
0.526 1.342 0.719
1.174 -1.001 -0.158

Summary:
Multiplicity: 1
SMILES: CC(C)=CN.O.O
HOMO energy, eV: -8.00
LUMO energy, eV: 0.83
Net charge: 0

=====

Record 8
2 unconnected molecules or ions with the total composition C4H13NO2 in a non-equilibrium geometry. Source: the OMol25 dataset; level of theory: wB97M-V/def2-TZVPD.

Element x y z (Å)
O: -1.1845 -2.5078 2.7361
O: -1.2437 -0.2477 -1.2206
N: 1.8049 -0.8439 -0.7310
C: -0.1484 0.6629 -1.2466
C: 1.0218 0.3042 -0.2617
C: -0.7079 2.0785 -1.2660
C: 0.5745 -0.1210 1.1515
H: -0.1488 2.8615 -1.7950
H: -1.3627 -2.7894 1.8267
H: 0.1329 -1.0990 1.2610
H: -0.7965 2.4501 -0.2370
H: -1.7327 2.0212 -1.6223
H: -0.1343 0.6530 1.4879
H: 1.5366 1.2650 -0.1284
H: 0.1885 0.4214 -2.2942
H: -1.6069 -0.4560 -0.3537
H: 1.5567 -1.2919 -1.6173
H: -1.9766 -2.7127 3.2494
H: 2.7952 -0.6164 -0.7405
H: 1.4320 -0.0320 1.8016

Cartesian forces, eV/Å:
-0.147 -0.056 -0.134
-0.415 -0.785 0.196
1.085 0.224 -0.542
0.322 -0.969 -1.586
-1.582 -0.768 -0.060
0.025 0.503 1.354
-0.712 2.028 -0.304
0.065 -0.560 -0.131
-0.060 -0.014 0.393
0.025 -0.171 -0.323
-0.001 0.000 0.057
0.082 0.081 -0.376
-0.078 -0.289 0.347
0.618 -0.411 -0.328
0.350 0.544 0.937
0.374 0.421 0.239
-0.132 0.728 0.406
0.142 -0.017 -0.241
-0.214 -0.237 -0.154
0.254 -0.251 0.251

Summary:
Multiplicity: 1
SMILES: C[C@H](O)[C@@H](C)N.O
HOMO energy, eV: -8.96
LUMO energy, eV: 0.69
Net charge: 0

=====

Record 9
3 unconnected molecules or ions with the total composition C4H13NO2. Source: the OMol25 dataset; level of theory: wB97M-V/def2-TZVPD.

Element x y z (Å)
O: 1.8934 1.5404 2.0854
O: -0.0950 -0.5248 2.4362
N: -1.2956 -1.0909 -1.2725
C: -1.3579 0.3351 -1.5673
C: 0.1455 -1.4062 -1.1880
C: 0.8739 -0.0926 -0.7811
C: -0.2344 0.9613 -0.7374
H: -2.3547 0.7090 -1.3199
H: 1.6562 0.1471 -1.4806
H: -0.6162 -0.7049 1.6476
H: 0.4664 -1.7483 -2.1668
H: 1.2580 0.8260 2.2829
H: 1.3648 -0.1865 0.1853
H: -0.5437 -0.7412 3.2552
H: 0.0617 1.9579 -1.0414
H: -1.8010 -1.3559 -0.4368
H: 0.2960 -2.1885 -0.4545
H: 2.0572 2.0069 2.9084
H: -0.5844 1.0931 0.2846
H: -1.1902 0.4630 -2.6393

Cartesian forces, eV/Å:
-0.132 -0.221 -0.111
0.739 0.238 -0.070
0.278 -0.361 -0.276
-0.322 -0.059 0.364
-0.485 0.453 0.293
-0.114 -0.305 0.284
-0.240 0.067 0.051
0.115 0.121 -0.128
0.224 0.186 -0.409
-0.318 -0.119 0.392
0.203 -0.134 -0.074
0.217 0.357 0.074
0.009 -0.025 0.018
-0.437 -0.174 -0.308
0.202 0.102 -0.324
0.075 0.223 0.019
0.140 -0.314 -0.023
-0.075 -0.082 0.051
-0.104 -0.073 0.199
0.024 0.120 -0.022

Summary:
Multiplicity: 1
SMILES: C1CCNC1.O.O
HOMO energy, eV: -8.84
LUMO energy, eV: 0.41
Net charge: 0

=====

Record 10
3 unconnected molecules or ions with the total composition C4H13NO2 in a non-equilibrium geometry. Source: the OMol25 dataset; level of theory: wB97M-V/def2-TZVPD.

Element x y z (Å)
O: 0.0115 -2.3956 -1.5223
O: -0.2401 0.0139 -3.0648
N: -0.3141 1.6712 -0.8159
C: 0.7830 0.4495 1.1271
C: -0.4881 -0.4864 2.9966
C: -0.1822 -0.4215 1.5257
C: 0.8185 0.8767 -0.3181
H: 1.6646 1.4945 -0.6171
H: 0.9878 -0.0628 -0.8417
H: -1.0829 1.6492 -0.1574
H: 0.0070 -1.6092 -2.0897
H: -0.2346 -1.3516 0.9621
H: 1.3582 0.9910 1.8886
H: 0.2015 -1.0369 3.6585
H: -0.0189 2.6263 -0.9494
H: -0.5121 0.5194 3.4059
H: -1.4460 -0.9177 3.2951
H: -0.4236 -3.0526 -2.0750
H: -0.3558 0.3281 -3.9681
H: -0.5338 0.7145 -2.4401

Cartesian forces, eV/Å:
-0.036 -0.089 -0.124
-0.085 -0.049 -0.217
-0.407 -0.510 0.140
-1.643 0.812 0.201
-0.243 -0.076 1.128
2.772 -0.591 1.094
1.559 -0.520 -0.245
0.518 -0.261 0.539
-0.578 0.023 -0.634
-0.035 0.021 -0.045
-0.031 0.159 -0.048
-1.312 0.465 -0.751
-0.572 0.417 -0.242
0.275 -0.033 -0.646
-0.161 0.126 0.133
0.043 0.217 0.013
-0.212 -0.042 -0.614
0.027 -0.086 0.147
-0.048 0.013 0.273
0.170 0.005 -0.102

Summary:
Multiplicity: 1
SMILES: C/C=C/CN.O.O
HOMO energy, eV: -8.94
LUMO energy, eV: 0.90
Net charge: 0

=====

Record 11
2 unconnected molecules or ions with the total composition C4H13NO2 in a non-equilibrium geometry. Source: the OMol25 dataset; level of theory: wB97M-V/def2-TZVPD.

Element x y z (Å)
O: -1.8240 2.1605 2.2671
O: 2.1427 -0.8691 0.6105
N: 0.5522 0.1465 -1.4886
C: 0.0381 -1.0270 -0.6656
C: 0.1830 1.4636 -1.0375
C: 0.7046 -1.0846 0.6524
C: -1.4479 -1.3695 -0.7628
H: -1.8349 -1.5526 -1.7118
H: -0.6237 1.8982 -1.6172
H: 0.2404 -0.5770 1.4909
H: 0.5755 -2.1608 0.8513
H: 2.3510 -0.1356 -0.1207
H: 0.6381 0.0087 -2.4585
H: -1.6058 -2.2169 0.0095
H: 1.0372 2.1669 -1.0645
H: 0.5546 -1.8357 -1.1956
H: -1.4649 1.6284 2.8514
H: 0.1044 1.4305 0.0833
H: -1.0932 2.5710 1.7047
H: -2.1606 -0.4773 -0.5420

Cartesian forces, eV/Å:
-1.526 5.089 -5.843
-0.584 2.126 -2.039
-0.274 -0.596 2.715
0.974 0.934 -4.068
1.322 0.360 0.921
1.202 -1.269 0.951
-0.870 1.549 3.719
0.145 -1.228 -1.843
-0.570 0.255 0.557
-0.088 0.630 0.002
0.260 0.249 0.660
-1.127 -2.353 2.086
-0.189 -0.244 -1.004
-0.325 1.255 -1.479
-0.117 -0.176 -0.691
-0.145 -0.159 -0.079
3.027 -4.059 4.453
-0.984 -0.103 -1.026
-1.512 -1.031 1.398
1.381 -1.229 0.610

Summary:
Multiplicity: 1
SMILES: CN[C@H](C)CO.O
HOMO energy, eV: -8.86
LUMO energy, eV: 0.72
Net charge: 0

=====

Record 12
3 unconnected molecules or ions with the total composition C4H13NO2 in a non-equilibrium geometry. Source: the OMol25 dataset; level of theory: wB97M-V/def2-TZVPD.

Element x y z (Å)
O: -3.9051 -1.7351 0.8662
O: -2.4912 -1.8370 -1.2872
N: -1.4499 0.8187 0.2333
C: 0.9673 1.1523 0.3880
C: 2.2963 0.8754 -0.2529
C: -0.1150 0.5574 -0.1467
C: 3.5451 0.8012 0.5266
H: -2.1962 0.6604 -0.3690
H: 2.1305 -0.0986 -0.6621
H: 3.2726 0.8257 1.6209
H: -4.4118 -2.4649 1.0763
H: 4.3867 1.5597 0.3598
H: 3.9975 -0.0794 0.3766
H: -1.7875 -1.9241 -2.0232
H: 0.0662 -0.0230 -1.0266
H: -1.4934 1.4091 1.0994
H: -2.9101 -1.9162 0.7965
H: -3.3745 -1.8072 -1.7916
H: 2.3790 1.5494 -1.0898
H: 1.0935 1.6762 1.3053

Cartesian forces, eV/Å:
3.119 2.753 -0.591
0.120 -0.110 -3.305
3.013 0.489 2.541
0.492 -1.214 -0.174
-1.141 -0.038 -1.486
-0.791 2.081 1.007
0.331 3.681 2.933
-1.264 -0.272 -0.679
0.253 -0.689 -0.811
0.563 0.096 -0.825
-0.962 -2.598 0.745
-1.573 -0.562 0.086
1.707 -3.414 -0.492
-1.751 0.182 1.696
-0.352 -0.421 -0.445
-0.629 -0.921 -1.772
-2.533 -0.061 0.107
2.004 -0.083 1.271
0.320 0.342 -0.481
-0.925 0.759 0.675

Summary:
Multiplicity: 1
SMILES: CC/C=C/N.O.O
HOMO energy, eV: -7.47
LUMO energy, eV: 0.52
Net charge: 0

=====

E
In order: -365.3093 -365.3658 -365.3995 -365.3733 -365.3565 -365.3507 -365.3709 -365.4037 -365.4244 -365.3836 -365.3568 -365.3616
Unit: Eh
HOMO-LUMO gap
In order: 9.55 9.62 9.07 10.45 9.68 9.22 8.83 9.65 9.25 9.84 9.59 7.99
Unit: eV
ΔE to the lowest compared entry with this formula, charge and spin
In order: 3.625 2.086 1.170 1.883 2.340 2.498 1.948 1.054 0.491 1.604 2.331 2.201
Unit: eV